[1]
Molecular formula: C39H43AsCoN2OS5SeSi
Method: DFT, ωB97M-V/def2-TZVPD

Properties
⟨S²⟩ = 3.763
Highest occupied orbital energy (spin up / spin down) = -1.32 / -1.31 eV
HOMO-LUMO gap (spin up / spin down) = 5.33 / 5.33 eV
Total energy = -9997.25988 a.u.
Multiplicity = 4
Total charge = -2

Positions of all 94 atoms, in Å:
Co 0.309 -0.067 -0.369
S 4.107 0.708 1.560
As 2.410 -0.564 1.675
S 0.518 0.660 1.868
S 1.985 -1.573 -0.262
S 2.605 -1.982 3.238
C -1.005 -4.762 4.310
C -2.016 -3.793 4.924
C -1.373 -2.479 5.372
C -0.947 -1.567 4.222
N -2.084 -1.059 3.466
C -2.425 -1.412 2.193
Se -1.595 -2.627 1.134
N -3.523 -0.651 1.856
C -4.224 -0.668 0.586
C -5.602 -1.324 0.687
C -5.561 -2.828 0.961
C -5.092 -3.639 -0.246
C -3.835 0.204 2.896
C -4.819 1.168 3.036
C -4.866 1.866 4.240
C -3.950 1.608 5.257
C -2.957 0.646 5.108
C -2.919 -0.056 3.916
H -1.477 -5.722 4.084
H -0.171 -4.935 4.997
H -0.595 -4.363 3.382
H -2.491 -4.265 5.791
H -2.809 -3.582 4.198
H -0.470 -2.702 5.949
H -2.065 -1.937 6.027
H -0.281 -2.086 3.539
H -0.390 -0.711 4.597
H -3.592 -1.189 -0.131
H -4.324 0.365 0.248
H -6.124 -1.147 -0.259
H -6.173 -0.822 1.475
H -6.565 -3.158 1.249
H -4.898 -3.023 1.810
H -5.685 -3.398 -1.134
H -5.189 -4.710 -0.048
H -4.042 -3.441 -0.468
H -5.520 1.380 2.239
H -5.629 2.621 4.385
H -4.010 2.170 6.181
H -2.232 0.462 5.890
C -0.414 3.205 -5.250
C -1.570 3.345 -4.493
C -1.891 2.391 -3.530
C -1.078 1.279 -3.291
C 0.088 1.172 -4.060
C 0.417 2.113 -5.026
Si -1.463 0.023 -1.875
C -1.952 -1.567 -2.831
C -0.985 -2.517 -3.177
C -1.333 -3.722 -3.777
C -2.667 -4.013 -4.037
C -3.646 -3.085 -3.705
C -3.286 -1.879 -3.112
H -0.162 3.940 -6.006
H -2.222 4.197 -4.653
H -2.796 2.519 -2.941
H 0.767 0.344 -3.875
H 1.332 2.008 -5.597
H -2.863 0.536 -1.593
H 0.059 -2.322 -2.945
H -0.564 -4.444 -4.026
H -2.942 -4.962 -4.484
H -4.690 -3.304 -3.903
H -4.059 -1.160 -2.853
O 1.110 1.810 -1.003
S 1.676 2.789 0.002
C 2.456 3.972 -1.133
C 3.719 4.443 -0.809
C 4.393 5.267 -1.704
C 3.808 5.595 -2.919
C 2.551 5.094 -3.246
C 1.874 4.276 -2.356
C 0.281 3.851 0.429
C -0.926 3.688 -0.227
C -2.044 4.378 0.223
C -1.947 5.222 1.322
C -0.724 5.391 1.961
C 0.393 4.701 1.519
H 4.174 4.139 0.129
H 5.381 5.639 -1.460
H 4.338 6.228 -3.621
H 2.104 5.327 -4.206
H 0.910 3.850 -2.619
H -0.991 2.995 -1.059
H -2.997 4.234 -0.273
H -2.827 5.735 1.690
H -0.650 6.040 2.826
H 1.344 4.787 2.036

Partial atomic charges computed with the Mulliken method, in multiples of e: number 1, Co, carries 0.82; number 2, S, carries -0.65; number 3, As, carries 0.35; number 4, S, carries -0.68; number 5, S, carries -0.58; number 6, S, carries -0.62; number 7, C, carries -1.15; number 8, C, carries 0.00; number 9, C, carries -0.81; number 10, C, carries -1.20; number 11, N, carries 1.59; number 12, C, carries -0.62; number 13, Se, carries -0.18; number 14, N, carries 0.92; number 15, C, carries -0.49; number 16, C, carries -0.74; number 17, C, carries -0.15; number 18, C, carries -1.04; number 19, C, carries 0.79; number 20, C, carries -0.72; number 21, C, carries -0.87; number 22, C, carries -0.78; number 23, C, carries -0.96; number 24, C, carries 0.27; number 25, H, carries 0.33; number 26, H, carries 0.34; number 27, H, carries 0.21; number 28, H, carries 0.38; number 29, H, carries -0.09; number 30, H, carries 0.45; number 31, H, carries 0.35; number 32, H, carries 0.22; number 33, H, carries 0.39; number 34, H, carries -0.57; number 35, H, carries 0.34; number 36, H, carries 0.46; number 37, H, carries 0.39; number 38, H, carries 0.40; number 39, H, carries -0.04; number 40, H, carries 0.29; number 41, H, carries 0.39; number 42, H, carries 0.12; number 43, H, carries 0.44; number 44, H, carries 0.38; number 45, H, carries 0.38; number 46, H, carries 0.45; number 47, C, carries -0.52; number 48, C, carries -0.58; number 49, C, carries -0.10; number 50, C, carries 0.41; number 51, C, carries -0.43; number 52, C, carries -0.67; number 53, Si, carries 0.96; number 54, C, carries 0.35; number 55, C, carries -0.24; number 56, C, carries -0.65; number 57, C, carries -0.45; number 58, C, carries -0.57; number 59, C, carries -0.06; number 60, H, carries 0.40; number 61, H, carries 0.36; number 62, H, carries 0.25; number 63, H, carries 0.31; number 64, H, carries 0.36; number 65, H, carries -0.53; number 66, H, carries 0.19; number 67, H, carries 0.39; number 68, H, carries 0.34; number 69, H, carries 0.37; number 70, H, carries 0.23; number 71, O, carries -0.49; number 72, S, carries 0.04; number 73, C, carries 0.22; number 74, C, carries -0.31; number 75, C, carries -0.60; number 76, C, carries -0.43; number 77, C, carries -0.69; number 78, C, carries 0.14; number 79, C, carries 0.41; number 80, C, carries -0.03; number 81, C, carries -0.84; number 82, C, carries -0.51; number 83, C, carries -0.67; number 84, C, carries -0.42; number 85, H, carries 0.40; number 86, H, carries 0.37; number 87, H, carries 0.36; number 88, H, carries 0.43; number 89, H, carries 0.04; number 90, H, carries 0.28; number 91, H, carries 0.44; number 92, H, carries 0.39; number 93, H, carries 0.35; number 94, H, carries 0.46



[2]
Molecular formula: C4H6N2S
Method: DFT, ωB97M-V/def2-TZVPD

Properties
Highest occupied orbital energy = -8.81 eV
HOMO-LUMO gap = 9.52 eV
Total energy = -663.65604 a.u.
Multiplicity = 1
Structure (SMILES) = SN1C=N[C@@H]2C[C@@H]21
Total charge = 0

Positions of all 13 atoms, in Å:
C 0.992 -0.670 0.604
C 0.331 -1.087 -1.441
C 0.132 0.342 -1.886
C -0.738 -0.229 -0.805
H -0.153 2.220 1.002
H 1.545 -0.606 1.511
H 0.167 -1.896 -2.109
H -0.333 0.468 -2.858
H 0.853 1.102 -1.605
H -1.814 -0.349 -0.919
N -0.260 -0.064 0.544
N 1.357 -1.308 -0.440
S -0.765 1.158 1.588

Partial atomic charges computed with the natural (NBO) method, in multiples of e: number 1, C, carries 0.25; number 2, C, carries -0.09; number 3, C, carries -0.45; number 4, C, carries -0.09; number 5, H, carries 0.08; number 6, H, carries 0.20; number 7, H, carries 0.22; number 8, H, carries 0.23; number 9, H, carries 0.22; number 10, H, carries 0.22; number 11, N, carries -0.58; number 12, N, carries -0.44; number 13, S, carries 0.22



[3]
Molecular formula: C25H30Br2N2O2PtSi2
Method: DFT, ωB97M-V/def2-TZVPD

Properties
Highest occupied orbital energy = -0.54 eV
HOMO-LUMO gap = 4.44 eV
Total energy = -7077.12308 a.u.
Multiplicity = 1
Total charge = -2

Positions of all 64 atoms, in Å:
Pt -0.295 0.496 -0.460
C 4.436 0.148 -1.822
Si 2.546 0.268 -1.853
C 2.211 1.838 -2.811
C 1.988 -1.155 -2.941
N 1.763 0.150 -0.343
C 2.194 0.026 0.963
C 3.529 0.115 1.373
C 3.924 -0.039 2.698
C 2.965 -0.272 3.672
C 1.629 -0.360 3.303
C 1.193 -0.232 1.975
N -0.110 -0.305 1.563
Si -1.503 -0.386 2.546
C -3.067 -0.491 1.535
C -1.555 -1.926 3.647
C -1.657 1.119 3.661
H 4.780 0.177 -2.861
H 4.786 -0.783 -1.374
H 4.903 0.976 -1.290
H 2.518 1.709 -3.852
H 2.763 2.683 -2.394
H 1.149 2.085 -2.785
H 2.550 -1.172 -3.880
H 0.928 -1.071 -3.178
H 2.143 -2.106 -2.427
H 4.286 0.310 0.629
H 4.975 0.035 2.956
H 3.247 -0.382 4.714
H 0.890 -0.535 4.073
H -3.205 -1.495 1.128
H -3.063 0.199 0.689
H -3.935 -0.260 2.157
H -1.506 -2.819 3.021
H -2.495 -1.957 4.207
H -0.735 -1.978 4.360
H -1.691 2.024 3.053
H -0.813 1.210 4.343
H -2.577 1.063 4.251
Br -0.682 7.014 -1.268
C -0.552 5.116 -1.082
C -1.594 4.318 -1.528
C -1.508 2.939 -1.395
C -0.371 2.344 -0.818
C 0.664 3.184 -0.376
C 0.576 4.565 -0.501
H -2.471 4.769 -1.976
H -2.308 2.303 -1.739
H 1.538 2.741 0.084
H 1.377 5.204 -0.149
Br -1.700 -6.612 -1.164
C -2.093 -4.754 -1.350
C -3.402 -4.363 -1.584
C -3.678 -3.011 -1.712
C -2.669 -2.054 -1.619
C -1.367 -2.482 -1.398
C -1.068 -3.832 -1.253
C -3.026 -0.576 -1.762
O -4.213 -0.299 -1.958
O -2.057 0.235 -1.745
H -4.189 -5.102 -1.659
H -4.686 -2.654 -1.876
H -0.557 -1.755 -1.346
H -0.051 -4.150 -1.070

Partial atomic charges computed with the natural (NBO) method, in multiples of e: number 1, Pt, carries 0.86; number 2, C, carries -1.14; number 3, Si, carries 1.85; number 4, C, carries -1.14; number 5, C, carries -1.14; number 6, N, carries -1.18; number 7, C, carries 0.23; number 8, C, carries -0.30; number 9, C, carries -0.29; number 10, C, carries -0.27; number 11, C, carries -0.29; number 12, C, carries 0.13; number 13, N, carries -1.23; number 14, Si, carries 1.84; number 15, C, carries -1.14; number 16, C, carries -1.13; number 17, C, carries -1.14; number 18, H, carries 0.21; number 19, H, carries 0.22; number 20, H, carries 0.22; number 21, H, carries 0.21; number 22, H, carries 0.22; number 23, H, carries 0.26; number 24, H, carries 0.21; number 25, H, carries 0.24; number 26, H, carries 0.22; number 27, H, carries 0.19; number 28, H, carries 0.18; number 29, H, carries 0.18; number 30, H, carries 0.19; number 31, H, carries 0.23; number 32, H, carries 0.26; number 33, H, carries 0.21; number 34, H, carries 0.23; number 35, H, carries 0.21; number 36, H, carries 0.22; number 37, H, carries 0.24; number 38, H, carries 0.23; number 39, H, carries 0.21; number 40, Br, carries -0.05; number 41, C, carries -0.13; number 42, C, carries -0.26; number 43, C, carries -0.29; number 44, C, carries -0.04; number 45, C, carries -0.31; number 46, C, carries -0.25; number 47, H, carries 0.20; number 48, H, carries 0.26; number 49, H, carries 0.22; number 50, H, carries 0.20; number 51, Br, carries -0.01; number 52, C, carries -0.08; number 53, C, carries -0.27; number 54, C, carries -0.16; number 55, C, carries -0.17; number 56, C, carries -0.09; number 57, C, carries -0.26; number 58, C, carries 0.78; number 59, O, carries -0.71; number 60, O, carries -0.78; number 61, H, carries 0.21; number 62, H, carries 0.24; number 63, H, carries 0.22; number 64, H, carries 0.22